C41H48F3N3O3S6SbSiTa | the ωB97M-V functional and the def2-TZVPD basis

Results
energy relative to the best compared isomer or geometry (same formula, charge and spin) = 30.6 kJ/mol
calculated total energy = -143029.0002 eV
total charge = +2
frontier orbital gap = 6.399 eV
highest occupied orbital energy = -13.083 eV

Structure (XYZ):
```
107
C41H48F3N3O3S6SbSiTa | the Open Molecules 2025 dataset | the ωB97M-V functional and the def2-TZVPD basis
Ta 8.67624 12.69872 11.96404
S 8.59906 13.79495 14.06278
S 6.65031 14.64994 14.14508
S 5.97042 14.58196 12.23785
S 6.22654 12.61681 11.60952
O 8.23882 10.76496 13.27168
S 6.88796 10.34144 13.83673
C 6.50101 11.37804 15.22190
C 5.68373 10.48333 16.13472
C 6.54306 9.29454 16.38966
C 7.18844 8.88804 15.03725
H 5.94919 12.27421 14.91271
H 7.48702 11.69908 15.64269
H 4.75163 10.19148 15.64679
H 5.47078 10.93136 17.09194
H 5.99284 8.46267 16.77574
H 7.33868 9.50940 17.12374
H 6.79181 7.96026 14.56894
H 8.27195 8.81147 15.08210
N 7.53666 6.72537 7.61530
C 8.69140 7.18754 8.21070
O 9.80233 6.79158 7.91756
C 8.52358 8.38568 9.12346
C 7.43512 9.23586 9.11604
C 7.46916 10.41909 9.82058
N 8.50319 10.77880 10.61947
C 9.54574 9.89790 10.65190
C 9.60198 8.73640 9.93299
H 7.68422 5.91255 6.99061
H 6.63310 6.76499 8.09339
H 6.61708 9.05344 8.43379
H 6.64636 11.08788 9.73381
H 10.32613 10.16766 11.37060
H 10.48980 8.12529 9.99742
O 10.74273 12.31616 11.35380
S 11.72369 13.01431 10.34989
C 12.69766 11.70933 9.63096
C 14.09432 12.23727 9.48650
C 14.41710 12.97049 10.83014
C 13.16656 13.73904 11.26338
H 12.26058 11.55491 8.66233
H 12.57122 10.86950 10.35398
H 14.12538 12.90954 8.62999
H 14.77335 11.40198 9.23995
H 15.27013 13.65555 10.77737
H 14.71862 12.29916 11.64397
H 13.20565 14.75254 10.82158
H 13.07916 13.86973 12.32828
F 15.89418 15.25731 15.82442
C 14.87821 14.41197 15.64471
C 15.06284 13.05122 15.72734
C 13.96855 12.22789 15.47129
C 12.76315 12.72142 14.99059
C 12.63976 14.08783 14.88767
C 13.68093 14.93388 15.26534
Sb 11.04653 11.55063 14.49591
C 11.93444 9.87721 13.43362
C 11.20288 8.73290 13.23700
C 11.68321 7.63981 12.57048
C 12.93496 7.67392 11.98096
F 13.42323 6.62248 11.36754
C 13.74771 8.78619 12.15752
C 13.21774 9.85286 12.88508
C 10.67637 10.52385 16.35601
C 10.27470 11.28399 17.43484
C 9.95450 10.77010 18.66874
C 10.05275 9.40395 18.83070
F 9.71076 8.85524 20.01434
C 10.56968 8.62888 17.83290
C 10.94363 9.16309 16.59992
H 16.02378 12.62116 15.98734
H 14.16188 11.14521 15.52639
H 11.68522 14.55215 14.55663
H 13.65598 16.02107 15.20192
H 10.15164 8.71339 13.58651
H 11.09747 6.75166 12.51236
H 14.76358 8.80523 11.76171
H 13.84369 10.70528 13.04875
H 10.30168 12.40696 17.36742
H 9.67443 11.43154 19.47203
H 10.62659 7.57542 18.03907
H 11.39826 8.41467 15.91252
C 6.99740 15.27698 8.59824
Si 8.62743 14.50466 9.13686
C 8.81222 12.84591 8.28591
C 9.98486 15.71893 8.63465
N 8.71227 14.39107 10.98850
C 9.06404 15.68691 11.52479
C 8.26224 16.81298 11.44823
C 8.72665 18.06866 11.90163
C 9.97256 18.18513 12.48944
C 10.75849 17.02928 12.58303
C 10.32071 15.82000 12.08056
H 7.18946 15.54651 7.52173
H 6.80506 16.18697 9.17395
H 6.14506 14.55969 8.67743
H 7.84875 12.33842 8.12828
H 9.55714 12.22075 8.76572
H 9.13993 13.14460 7.31567
H 10.03091 15.82701 7.56451
H 11.01538 15.42319 8.88735
H 9.85056 16.71553 9.06289
H 7.31728 16.77774 10.93354
H 8.12272 18.94523 11.68828
H 10.32583 19.14014 12.87050
H 11.74979 17.16965 12.94520
H 10.88752 14.92396 12.14185
```

---

C41H48IrN2O2Sb2 | the ωB97M-V functional and the def2-TZVPD basis

Results
energy relative to the best compared isomer or geometry (same formula, charge and spin) = 66.3 kJ/mol
calculated total energy = -66267.5494 eV
multiplicity = 2
total charge = +2
frontier orbital gap (spin up / spin down) = 5.236 / 5.907 eV
⟨S²⟩ = 0.79
highest occupied orbital energy (spin up / spin down) = -12.246 / -12.914 eV

Structure (XYZ):
```
96
C41H48IrN2O2Sb2 | the Open Molecules 2025 dataset | the ωB97M-V functional and the def2-TZVPD basis
Ir 0.22452 -0.25395 -1.00325
C -1.66612 -1.97881 1.49119
C -1.85697 -2.57356 0.09529
C -3.30718 -2.85395 -0.30423
Sb -4.74678 -1.28598 -0.78900
C -3.96462 0.04074 -2.28002
C -2.73246 0.04207 -2.93183
C -2.41092 1.04979 -3.83533
C -3.31473 2.07141 -4.10163
C -4.55526 2.06490 -3.48610
C -4.87894 1.04723 -2.59658
C -4.44708 0.03618 0.88229
C -4.71062 -0.47325 2.12744
C -4.79544 0.32091 3.28496
C -4.62486 1.72344 3.18326
C -4.40812 2.30541 1.98384
C -4.34952 1.51683 0.72189
Sb 0.26751 -1.08220 1.57436
C 1.19008 -2.05714 3.18931
C 1.00942 -3.42863 3.34484
C 1.54552 -4.05535 4.45965
C 2.27281 -3.32066 5.38753
C 2.47269 -1.95895 5.20689
C 1.93951 -1.31651 4.09767
C 0.09894 0.85799 2.38298
C 1.16644 1.73631 2.18365
C 1.14494 3.00444 2.75385
C 0.04517 3.40680 3.50161
C -1.02257 2.53836 3.69264
C -0.99184 1.25822 3.15052
H -1.76400 -2.74714 2.25838
H -2.36975 -1.17927 1.69744
H -1.27238 -3.50131 0.02760
H -1.37456 -1.89528 -0.62355
H -3.82204 -3.39826 0.49081
H -3.34086 -3.48081 -1.19733
H -2.02183 -0.75585 -2.75017
H -1.46433 1.03380 -4.36224
H -3.06273 2.85053 -4.80947
H -5.27761 2.84015 -3.70770
H -5.87039 1.03760 -2.15220
H -4.86920 -1.54300 2.23551
H -5.00858 -0.13555 4.24185
H -4.68360 2.33584 4.07460
H -4.27128 3.37587 1.89003
H -5.12013 1.86050 0.02653
H 0.45604 -4.01004 2.61659
H 1.39860 -5.11787 4.59984
H 2.68762 -3.81397 6.25654
H 3.04481 -1.39244 5.92960
H 2.09341 -0.25254 3.96551
H 2.02604 1.43281 1.59004
H 1.98912 3.67067 2.62628
H 0.02185 4.39593 3.94064
H -1.87583 2.85104 4.28101
H -1.82418 0.58429 3.32544
N 0.28705 1.86122 -1.06128
C -0.86432 2.54031 -0.43721
C -1.95877 1.54958 -0.18465
O -3.10344 2.09250 0.01483
O -1.66625 0.35169 -0.13903
H 1.15520 2.16990 -0.63301
H 0.33379 2.09387 -2.05012
H -1.23349 3.39125 -1.00592
H -0.57053 2.90118 0.55112
C 5.64948 1.91840 -3.35608
C 4.88349 1.16570 -2.30117
C 5.37901 1.05788 -1.00501
C 4.69271 0.36389 -0.01406
C 5.26636 0.22691 1.37175
C 3.47869 -0.22382 -0.34145
C 2.96434 -0.14940 -1.63592
C 3.67880 0.54386 -2.61121
N 1.69851 -0.75234 -1.93426
C 1.52899 -1.57126 -3.19852
C 2.81613 -2.31056 -3.55452
C 0.44655 -2.61533 -2.89050
C 1.05045 -0.68302 -4.35920
H 6.18463 2.76395 -2.92711
H 4.99083 2.28668 -4.14149
H 6.38906 1.26410 -3.82226
H 6.33252 1.51725 -0.76599
H 6.15244 -0.40958 1.35579
H 4.54837 -0.21904 2.06122
H 5.57182 1.19692 1.76542
H 2.95975 -0.82838 0.38851
H 3.27261 0.65678 -3.60687
H 3.19076 -2.87697 -2.69953
H 3.60665 -1.65019 -3.89874
H 2.59181 -3.01440 -4.35615
H 0.74495 -3.24413 -2.04996
H 0.28594 -3.25141 -3.75979
H -0.51260 -2.14201 -2.65607
H 1.87076 -0.15914 -4.84833
H 0.33707 0.05604 -3.99344
H 0.55217 -1.29668 -5.10904
```